{"formula": "C18H44N4O13", "method": "wB97M-V/def2-TZVPD", "lumo_energy_ev": -0.30, "e_homo_ev": -9.50, "smiles": "C[N+](=O)[O-].C[N+](=O)[O-].C[N+](=O)[O-].COCCOCCOC.COCCOCCOC.CNC(C)=O", "species": ["C", "N", "O", "O", "H", "H", "H", "C", "N", "O", "O", "H", "H", "H", "C", "N", "O", "O", "H", "H", "H", "C", "O", "C", "C", "O", "C", "C", "O", "C", "H", "H", "H", "H", "H", "H", "H", "H", "H", "H", "H", "H", "H", "H", "C", "O", "C", "C", "O", "C", "C", "O", "C", "H", "H", "H", "H", "H", "H", "H", "H", "H", "H", "H", "H", "H", "H", "C", "N", "C", "C", "O", "H", "H", "H", "H", "H", "H", "H"], "xyz": [[11.7360, -13.6256, 2.3715], [10.4062, -13.3103, 1.8540], [9.8588, -14.1254, 1.1518], [9.8426, -12.3400, 2.3074], [12.3660, -12.7308, 2.4519], [12.1460, -14.4088, 1.7477], [11.5644, -14.0436, 3.3721], [9.7552, -23.7964, 3.9118], [10.2036, -22.4528, 3.5475], [9.3355, -21.6752, 3.2054], [11.3928, -22.1890, 3.6629], [8.7236, -23.9066, 3.6171], [9.7496, -23.8684, 5.0155], [10.4873, -24.4766, 3.4966], [10.5543, -18.6327, 2.6168], [11.0635, -17.2913, 3.0273], [10.3118, -16.5384, 3.5993], [12.2238, -17.0298, 2.7985], [10.1557, -18.5377, 1.6166], [9.7905, -18.8628, 3.3624], [11.3856, -19.3447, 2.6147], [7.0985, -16.7703, 3.3281], [7.6778, -17.7463, 4.1439], [7.9426, -17.1906, 5.3819], [8.6223, -18.1879, 6.2736], [9.9225, -18.4129, 5.8509], [10.6501, -19.2791, 6.6947], [12.0264, -19.4852, 6.0232], [12.9816, -20.1085, 6.7926], [12.7924, -21.4848, 7.0538], [6.5613, -17.2743, 2.4936], [7.7421, -15.9753, 2.9653], [6.3085, -16.2919, 3.9446], [6.9870, -16.8781, 5.7986], [8.5344, -16.3034, 5.2622], [8.0506, -19.1355, 6.2262], [8.5686, -17.8799, 7.3279], [10.0562, -20.1942, 6.7589], [10.8520, -18.8566, 7.6925], [12.3801, -18.4620, 5.7681], [11.8483, -20.0437, 5.0739], [13.0399, -22.0758, 6.1867], [11.7527, -21.7048, 7.3118], [13.4535, -21.6554, 7.9086], [10.6933, -16.9742, -4.7601], [10.7122, -16.7309, -3.3801], [10.5627, -17.9189, -2.6778], [10.0684, -17.6147, -1.2591], [8.6477, -17.7766, -1.3793], [8.0208, -17.2194, -0.2071], [6.5504, -17.0991, -0.4082], [6.3358, -16.1561, -1.4596], [4.9512, -16.1786, -1.8141], [10.8332, -16.0848, -5.3433], [9.7581, -17.4557, -5.0661], [11.4920, -17.6495, -5.1177], [11.5082, -18.5006, -2.5885], [9.8084, -18.5534, -3.1644], [10.3117, -16.5848, -1.0106], [10.5066, -18.2270, -0.4247], [8.4093, -16.2218, 0.0373], [8.1089, -17.9635, 0.5829], [6.0283, -16.7923, 0.5314], [6.1518, -18.0677, -0.7454], [4.3618, -15.8955, -0.9460], [4.6420, -17.1742, -2.1571], [4.7743, -15.4323, -2.5929], [9.2879, -13.5441, 5.3097], [9.9695, -14.3549, 6.3080], [11.3287, -14.5986, 6.2298], [11.9263, -15.5965, 7.1731], [11.9705, -14.0973, 5.3588], [9.1323, -14.1302, 4.4133], [9.9042, -12.6759, 4.9946], [8.4151, -13.0971, 5.8029], [9.4258, -14.7601, 7.0449], [12.8744, -15.1370, 7.4341], [12.0846, -16.5461, 6.6416], [11.3869, -15.7670, 8.1099]], "mulliken_charge": [-0.21, 0.95, -0.54, -0.57, 0.23, 0.28, -0.07, -0.81, 0.95, -0.50, -0.53, 0.32, 0.28, 0.30, -0.15, 0.98, -0.26, -0.66, -0.45, 0.03, 0.38, -0.35, -0.44, 0.00, -1.17, 0.29, -0.75, 0.20, -0.46, -0.62, -0.08, 0.21, 0.41, 0.60, -0.12, 0.39, 0.45, 0.46, 0.19, 0.00, 0.08, 0.26, 0.26, 0.26, -0.77, -0.29, -0.71, 0.27, -0.40, 0.04, -0.77, -0.30, -0.76, 0.27, 0.33, 0.29, 0.31, 0.32, 0.25, -0.03, 0.16, 0.29, 0.37, 0.39, 0.30, 0.30, 0.25, -0.69, -0.13, 0.74, -0.89, -0.66, 0.01, 0.31, 0.34, 0.25, 0.44, -0.17, 0.33]}

=====

{"formula": "C18H44N5O6P", "method": "wB97M-V/def2-TZVPD", "lumo_energy_ev": 0.70, "e_homo_ev": -9.03, "smiles": "CCN(CCOC(=O)N(CCCN)[PH2]=O)C(C)=O.COC[C@@H](C)N.COC[C@@H](C)N", "species": ["C", "C", "N", "C", "C", "O", "C", "O", "N", "C", "C", "C", "N", "P", "O", "C", "C", "O", "H", "H", "H", "H", "H", "H", "H", "H", "H", "H", "H", "H", "H", "H", "H", "H", "H", "H", "H", "H", "H", "H", "C", "O", "C", "C", "C", "N", "H", "H", "H", "H", "H", "H", "H", "H", "H", "H", "H", "C", "O", "C", "C", "C", "N", "H", "H", "H", "H", "H", "H", "H", "H", "H", "H", "H"], "xyz": [[-4.1583, 1.7280, -0.0864], [-3.3093, 0.7692, -0.9215], [-1.8814, 1.0638, -0.7634], [-1.0573, -0.0482, -0.2996], [-0.0470, 0.4508, 0.7210], [0.2937, -0.6771, 1.5677], [0.7393, -0.3339, 2.7916], [0.1150, -0.5939, 3.8130], [2.0685, 0.2217, 2.8020], [2.8883, -0.5565, 3.7853], [4.3639, -0.1528, 3.8248], [4.8196, 0.5897, 5.1004], [5.2275, 1.9693, 4.8428], [2.0650, 1.8694, 3.2518], [1.0261, 2.6952, 2.6223], [-1.3146, 1.6752, -1.9293], [-1.4637, 0.9984, -3.2736], [-0.6860, 2.7183, -1.8425], [-5.1220, 1.9171, -0.5390], [-4.2650, 1.3696, 0.9268], [-3.6183, 2.6634, -0.0308], [-3.6304, 0.8396, -1.9564], [-3.5221, -0.2429, -0.6010], [-0.5624, -0.5741, -1.1154], [-1.6697, -0.7715, 0.2192], [0.8367, 0.8492, 0.2418], [-0.5403, 1.2114, 1.3042], [2.4688, -0.4620, 4.7818], [2.8068, -1.6014, 3.5263], [4.6440, 0.4592, 2.9785], [4.9550, -1.0551, 3.7520], [5.6436, 0.0414, 5.5363], [4.0130, 0.5944, 5.8228], [6.2176, 2.1048, 4.9100], [4.7406, 2.6371, 5.4097], [3.3534, 2.2886, 2.9170], [2.0040, 1.8647, 4.6622], [-1.8018, 1.7468, -3.9764], [-0.4885, 0.6801, -3.6092], [-2.1685, 0.1810, -3.2914], [-7.8055, 1.5328, -3.0381], [-6.5582, 0.9686, -2.6781], [-6.6166, -0.3152, -2.0906], [-6.6972, -1.4768, -3.0902], [-8.0781, -1.6636, -3.7094], [-5.7057, -1.3584, -4.1632], [-8.5892, 1.2540, -2.3281], [-8.1048, 1.2364, -4.0461], [-7.6910, 2.6161, -3.0234], [-5.6839, -0.4175, -1.5321], [-7.4346, -0.3642, -1.3598], [-6.4662, -2.3862, -2.5278], [-8.2875, -0.9121, -4.4701], [-8.1422, -2.6371, -4.1936], [-8.8617, -1.6115, -2.9512], [-4.7735, -1.3451, -3.7596], [-5.8125, -0.4399, -4.5840], [7.5287, -2.1637, 0.4274], [6.7081, -1.1436, 0.9636], [6.0860, -0.3031, 0.0110], [4.7816, -0.8571, -0.5801], [4.9907, -1.9452, -1.6281], [3.8752, -1.3558, 0.4551], [8.0428, -1.8283, -0.4779], [6.9553, -3.0671, 0.2062], [8.2762, -2.4129, 1.1801], [5.8481, 0.6172, 0.5513], [6.7980, -0.0374, -0.7816], [4.2856, -0.0174, -1.0759], [5.2635, -2.8982, -1.1755], [4.0696, -2.1072, -2.1865], [5.7717, -1.6669, -2.3387], [3.6489, -0.6011, 1.0979], [4.3947, -2.0209, 1.0217]], "mulliken_charge": [-1.45, -0.47, 0.57, -1.00, -0.18, -0.27, 0.18, -0.57, 0.43, -1.37, 0.12, -0.88, -0.45, 0.45, -0.66, 0.45, -1.23, -0.58, 0.32, 0.28, 0.44, 0.35, 0.47, 0.21, 0.48, 0.17, 0.45, 0.68, 0.41, 0.08, 0.36, 0.36, 0.39, 0.19, 0.20, 0.08, 0.00, 0.33, 0.36, 0.35, -0.77, -0.30, -0.41, 0.28, -1.49, -0.72, 0.36, 0.23, 0.24, 0.06, 0.49, 0.40, 0.28, 0.38, 0.35, 0.24, 0.34, -0.72, -0.31, -0.83, 0.44, -1.59, -0.55, 0.32, 0.25, 0.25, 0.31, 0.52, 0.42, 0.29, 0.39, 0.37, 0.02, 0.36]}

=====

{"formula": "C18H45As3BiN5S", "method": "wB97M-V/def2-TZVPD", "lumo_energy_ev": -6.18, "charge": 2, "e_homo_ev": -12.96, "species": ["Bi", "N", "C", "C", "N", "C", "C", "N", "C", "C", "N", "H", "H", "H", "H", "H", "H", "H", "H", "H", "H", "H", "H", "H", "H", "H", "H", "H", "H", "C", "As", "C", "C", "C", "C", "C", "As", "C", "C", "C", "As", "C", "C", "H", "H", "H", "H", "H", "H", "H", "H", "H", "H", "H", "H", "H", "H", "H", "H", "H", "H", "H", "H", "H", "H", "H", "H", "H", "H", "H", "S", "C", "N"], "xyz": [[0.5262, 0.1825, -0.0406], [2.8509, -1.0188, 0.1423], [2.5777, -2.3245, 0.7954], [1.6726, -2.1678, 2.0101], [0.3014, -1.6296, 1.7385], [-0.6422, -2.7135, 1.3508], [-0.3096, -3.4375, 0.0639], [-0.1420, -2.4921, -1.0542], [-0.2321, -0.9486, 2.9515], [-1.4460, -0.0773, 2.6625], [-1.1168, 0.9689, 1.6572], [3.3727, -1.1681, -0.7157], [3.4385, -0.4480, 0.7451], [3.4963, -2.7994, 1.1424], [2.1425, -2.9757, 0.0473], [2.1625, -1.4942, 2.7157], [1.5923, -3.1399, 2.5068], [-1.6360, -2.2712, 1.2570], [-0.6886, -3.4534, 2.1584], [-1.1084, -4.1621, -0.0998], [0.6019, -4.0207, 0.1762], [-1.0452, -2.2622, -1.4498], [0.3799, -2.9256, -1.8081], [0.5590, -0.3275, 3.3681], [-0.4989, -1.6886, 3.7100], [-1.7617, 0.3747, 3.6006], [-2.2852, -0.6592, 2.2905], [-0.5520, 1.6963, 2.0887], [-1.9594, 1.4031, 1.3004], [1.1950, 3.3209, -2.7679], [0.2562, 2.9675, -1.1044], [1.2485, 4.1944, 0.0294], [-1.4136, 4.0063, -1.1681], [-2.6844, 3.5445, -1.9098], [-3.7265, 4.6542, -1.6642], [-3.3094, 2.2721, -1.3016], [-2.4123, 0.5294, -1.4354], [-2.7114, -0.0136, -3.2807], [-3.8581, -0.4989, -0.6172], [-2.4382, 3.3377, -3.4248], [-2.6720, 4.8842, -4.6578], [-1.0509, 5.9248, -4.2903], [-1.9661, 3.9310, -6.2125], [1.2622, 4.3975, -2.8916], [0.7068, 2.8777, -3.6314], [2.2005, 2.9103, -2.6767], [1.1658, 5.1916, -0.3958], [2.2966, 3.8979, 0.0617], [0.8567, 4.1964, 1.0456], [-1.0906, 4.9664, -1.5681], [-1.6453, 4.1697, -0.1119], [-3.9790, 4.7258, -0.6013], [-4.6434, 4.4539, -2.2217], [-3.3536, 5.6290, -1.9854], [-4.2871, 2.1128, -1.7582], [-3.4950, 2.4259, -0.2309], [-3.7150, 0.2727, -3.5904], [-2.6202, -1.0977, -3.3462], [-1.9811, 0.4414, -3.9453], [-4.7757, -0.3182, -1.1731], [-4.0130, -0.1943, 0.4185], [-3.6404, -1.5673, -0.6411], [-3.1893, 2.6449, -3.8117], [-1.4670, 2.8694, -3.6035], [-1.1040, 6.4193, -3.3195], [-0.9945, 6.7060, -5.0491], [-0.1496, 5.3163, -4.3564], [-2.6759, 3.1703, -6.5360], [-1.0023, 3.4644, -5.9979], [-1.8378, 4.6408, -7.0297], [3.6277, 1.0699, 3.3784], [2.5006, 1.2346, 2.2896], [1.6465, 1.3189, 1.4595]], "mulliken_charge": [1.82, -0.72, -0.86, -0.72, 0.33, -0.55, -1.17, -0.48, -0.78, -0.81, -0.42, 0.27, 0.18, 0.46, 0.34, 0.49, 0.42, 0.27, 0.33, 0.55, 0.31, 0.07, 0.27, 0.44, 0.43, 0.49, 0.40, 0.37, 0.11, -1.31, 0.63, -1.33, -1.65, 2.06, -2.15, -2.01, 0.58, -1.43, -1.26, -1.05, 0.28, -0.95, -1.16, 0.38, 0.33, 0.51, 0.48, 0.44, 0.37, 0.31, 0.68, 0.48, 0.50, 0.54, 0.68, 0.62, 0.43, 0.48, 0.35, 0.47, 0.36, 0.41, 0.73, -0.07, 0.27, 0.47, 0.14, 0.35, 0.30, 0.41, -0.23, 0.35, -0.67]}

=====

no.,orbital gap (eV)
1,9.19
2,9.73
3,6.77